{
  "formula": "C2H5N3O2",
  "method": "ωB97M-V/def2-TZVPD",
  "symbols": ["C", "C", "H", "H", "H", "H", "H", "N", "N", "N", "O", "O"],
  "xyz": [[0.096, 0.527, -0.086], [-0.765, -0.664, -0.014], [2.894, -0.288, 0.388], [1.390, -1.733, -0.047], [-1.464, 1.744, 0.463], [0.002, 2.666, -0.396], [-2.409, -1.473, -0.352], [1.995, -0.679, 0.236], [1.368, 0.450, -0.107], [-0.635, 1.671, -0.099], [-2.152, -0.439, 0.265], [-0.318, -1.780, -0.250]],
  "energy_ha": -393.814806,
  "largest_force_ev_per_a": 7.2,
  "relative_energy_ev": 5.5636,
  "homo_lumo_gap_ha": 0.2878
}

***

{
  "formula": "C2H5N3O2",
  "method": "ωB97M-V/def2-TZVPD",
  "symbols": ["C", "C", "N", "N", "N", "O", "O", "H", "H", "H", "H", "H"],
  "xyz": [[0.665, -0.956, -0.030], [-0.461, 0.091, 0.036], [1.725, -0.727, 0.564], [-1.286, -1.733, -0.869], [-0.075, 1.458, -0.134], [0.130, -2.022, -0.684], [-1.347, -0.323, -0.990], [-1.152, -0.398, 1.266], [2.469, -1.385, 0.535], [-1.800, -1.976, -1.750], [0.724, 1.688, 0.526], [-0.966, 1.975, -0.298]],
  "energy_ha": -393.765801,
  "largest_force_ev_per_a": 3.9,
  "relative_energy_ev": 6.8971,
  "homo_lumo_gap_ha": 0.3758
}

***

{
  "formula": "C2H5N3O2",
  "method": "ωB97M-V/def2-TZVPD",
  "symbols": ["H", "N", "C", "N", "N", "O", "C", "O", "H", "H", "H", "H"],
  "xyz": [[-0.521, -1.449, 0.956], [-0.513, -0.616, 1.560], [-0.152, 0.262, 0.814], [0.106, 1.575, 1.114], [0.033, 0.174, -0.494], [0.894, 1.149, -0.974], [-0.052, -1.002, -1.231], [-0.573, -1.960, -0.704], [1.120, 1.816, 0.859], [-0.062, 1.776, 2.119], [0.207, 1.880, -1.191], [0.532, -1.019, -2.085]],
  "energy_ha": -393.866374,
  "largest_force_ev_per_a": 5.4,
  "relative_energy_ev": 4.1603,
  "smiles": "[H]/N=C(/N)N(O)C=O",
  "homo_lumo_gap_ha": 0.3675
}

***

{
  "formula": "C2H5N3O2S",
  "method": "ωB97M-V/def2-TZVPD",
  "symbols": ["N", "N", "C", "N", "S", "O", "C", "O", "H", "H", "H", "H", "H"],
  "xyz": [[1.470, -1.633, 0.360], [1.500, -0.341, -0.249], [0.252, -0.101, -0.662], [-0.881, -0.870, -0.405], [-2.603, -0.590, -0.026], [0.099, 1.167, -1.107], [-0.189, 2.137, -0.244], [-0.082, 2.175, 0.988], [1.906, -1.405, 1.357], [2.166, -2.188, -0.266], [-0.643, -1.666, 0.211], [-2.242, 0.350, 0.998], [-0.753, 2.965, -0.955]],
  "energy_ha": -792.033844,
  "largest_force_ev_per_a": 4.4,
  "relative_energy_ev": 3.5748,
  "smiles": "N/N=C(\\NS)OC=O",
  "homo_lumo_gap_ha": 0.3555
}

***

{
  "formula": "C2H5N3O3",
  "method": "ωB97M-V/def2-TZVPD",
  "symbols": ["C", "C", "H", "H", "H", "H", "H", "N", "N", "N", "O", "O", "O"],
  "xyz": [[0.436, 0.767, -1.158], [-0.905, -1.286, -0.307], [2.368, 1.977, -1.086], [1.084, 1.950, 0.445], [-0.436, 1.118, 1.717], [-1.411, -2.950, 1.359], [-0.523, -1.199, 1.758], [1.158, 1.891, -0.591], [-0.343, 0.165, -0.172], [-0.852, -1.927, 0.850], [0.470, 0.405, -2.375], [0.213, 0.582, 1.007], [-1.259, -1.494, -1.446]],
  "energy_ha": -469.022223,
  "largest_force_ev_per_a": 7.5,
  "relative_energy_ev": 4.8565,
  "homo_lumo_gap_ha": 0.3385
}

***

{
  "formula": "C2H5N3O3",
  "method": "ωB97M-V/def2-TZVPD",
  "symbols": ["O", "C", "N", "C", "N", "O", "N", "O", "H", "H", "H", "H", "H"],
  "xyz": [[-0.430, -2.057, 1.207], [-0.654, -0.871, 1.532], [-0.391, 0.309, 0.911], [0.094, 0.355, -0.360], [0.891, 1.399, -0.702], [1.067, 2.345, 0.342], [0.067, -0.580, -1.293], [-0.786, -1.603, -1.262], [-0.959, -0.715, 2.577], [0.593, 1.840, -1.518], [0.363, 2.118, 0.987], [0.728, -0.536, -2.053], [-0.583, -2.004, -0.369]],
  "energy_ha": -469.085678,
  "largest_force_ev_per_a": 2.5,
  "relative_energy_ev": 3.1298,
  "smiles": "O=CN=C(NO)NO",
  "homo_lumo_gap_ha": 0.3817
}

***

{
  "formula": "C2H5N3O4",
  "method": "ωB97M-V/def2-TZVPD",
  "symbols": ["N", "C", "O", "C", "N", "O", "N", "O", "O", "H", "H", "H", "H", "H"],
  "xyz": [[-0.924, 1.621, -0.144], [-0.970, 0.296, -0.347], [-1.908, -0.346, -0.829], [0.258, -0.441, 0.120], [0.169, -1.709, -0.384], [0.225, -0.396, 1.787], [1.655, 0.169, -0.133], [2.538, -0.588, -0.426], [1.727, 1.370, -0.038], [-0.046, 2.115, -0.050], [-1.555, 2.170, -0.670], [-0.736, -1.822, -0.856], [0.199, -2.521, 0.160], [-0.631, 0.082, 1.810]],
  "energy_ha": -544.326530,
  "largest_force_ev_per_a": 4.5,
  "relative_energy_ev": 1.6472,
  "smiles": "NC(=O)[C@](N)(O)[N+](=O)[O-]",
  "homo_lumo_gap_ha": 0.3752
}

***

{
  "formula": "C2H5N3OS",
  "method": "ωB97M-V/def2-TZVPD",
  "symbols": ["O", "N", "C", "N", "C", "N", "S", "H", "H", "H", "H", "H"],
  "xyz": [[1.024, -1.354, 1.277], [1.117, -1.403, -0.178], [0.915, -0.266, -0.832], [0.395, 0.910, -0.236], [-0.746, 1.070, 0.560], [-1.675, 0.224, 0.709], [-1.945, -1.211, -0.168], [1.008, -0.403, 1.646], [1.103, -0.212, -1.882], [0.478, 1.793, -0.894], [-0.765, 2.042, 1.048], [-0.910, -1.191, -1.051]],
  "energy_ha": -716.774632,
  "largest_force_ev_per_a": 4.1,
  "relative_energy_ev": 4.5192,
  "smiles": "O/N=C\\N/C=N\\S",
  "homo_lumo_gap_ha": 0.3394
}

***

Number 1: molecular weight 103.081 u. Number 2: molecular weight 103.081 u. Number 3: molecular weight 103.081 u. Number 4: molecular weight 135.148 u. Number 5: molecular weight 119.080 u. Number 6: molecular weight 119.080 u. Number 7: molecular weight 135.079 u. Number 8: molecular weight 119.149 u.